Record 1
{"formula": "C15H24N2", "method": "the ωB97M-V functional and the def2-TZVPD basis", "smiles": "CCCCN1CCNC[C@@H]1Cc1ccccc1", "lumo_energy_ev": 0.93, "e_above_lowest_ev": 0.023, "charge": 0, "symbols": ["H", "H", "C", "C", "H", "C", "H", "C", "H", "H", "H", "H", "C", "C", "N", "H", "N", "H", "C", "C", "C", "C", "H", "C", "H", "H", "H", "H", "H", "H", "H", "C", "H", "H", "H", "C", "H", "H", "C", "C", "H"], "positions_angstrom": [[-2.65475, -0.92813, 2.20569], [2.00901, -0.65241, 0.95632], [-1.25326, -1.33350, -0.06532], [0.24538, 3.18961, -0.51997], [0.22042, 4.92503, -2.69290], [1.41148, 3.88709, -1.21933], [-0.17482, 3.87766, 0.21562], [-2.64010, -2.86948, 3.10129], [0.51658, 5.85305, -1.22319], [-0.15935, -0.20188, -2.30097], [-1.20196, -5.61214, 1.76129], [0.29611, 1.89691, 1.21097], [-0.06989, -0.45472, 0.39298], [-2.33166, -1.95526, 2.11094], [0.02426, 0.72772, -0.45932], [1.15835, -2.23336, -1.33394], [1.78227, -1.57791, -0.87069], [-0.54218, 2.96979, -1.24237], [-1.52056, -4.58488, 1.86381], [-1.21355, -3.66734, 0.87411], [-2.23328, -4.18789, 2.98138], [1.90280, -0.37675, -1.68138], [-0.29815, -0.11037, 1.40792], [0.58093, 0.40205, -1.76520], [2.67743, 0.24699, -1.22435], [0.72142, 1.32514, -2.32645], [1.74561, 1.80241, 0.20780], [-2.47362, -4.90287, 3.75436], [2.17384, 4.13920, -0.47801], [2.23867, -0.65981, -2.68140], [1.80545, 5.64757, -2.41057], [1.25027, -1.25103, 0.44116], [-1.00656, -1.84643, -0.99610], [1.87058, 3.21145, -1.94466], [-3.20128, -2.55426, 3.96909], [0.96151, 5.15708, -1.93098], [-0.65911, -3.98901, 0.00313], [-2.09815, -0.66917, -0.25641], [0.64694, 1.87738, 0.17673], [-1.61335, -2.34174, 0.98522], [1.10626, -2.17576, 1.00372]], "atomic_forces_ev_per_a": [[-0.04, 0.12, 0.01], [-0.04, -0.05, 0.07], [0.19, 0.18, 0.22], [0.44, -0.06, 0.01], [-0.09, 0.03, -0.09], [-0.30, 0.18, 0.03], [-0.08, 0.04, -0.01], [-0.04, 0.03, 0.10], [-0.07, 0.11, 0.04], [0.09, 0.03, -0.10], [0.02, -0.08, 0.00], [0.08, -0.04, -0.02], [0.01, -0.20, -0.02], [0.03, -0.01, -0.03], [-0.14, -0.06, 0.13], [0.11, 0.01, 0.01], [-0.06, -0.25, -0.10], [-0.07, 0.00, 0.01], [0.03, -0.12, 0.03], [-0.04, 0.03, 0.02], [-0.02, -0.08, 0.07], [-0.24, 0.17, -0.14], [-0.01, 0.00, -0.08], [0.21, -0.10, -0.03], [0.03, 0.01, -0.09], [-0.06, 0.04, -0.09], [0.00, 0.03, 0.07], [-0.02, -0.05, 0.06], [0.08, -0.07, -0.02], [0.05, 0.09, 0.01], [0.02, 0.12, -0.08], [-0.20, 0.09, 0.21], [-0.07, 0.01, -0.06], [0.09, -0.07, 0.04], [-0.05, 0.02, 0.06], [0.20, -0.17, 0.07], [0.05, -0.01, -0.10], [0.03, -0.01, -0.07], [-0.14, 0.13, -0.05], [-0.03, -0.09, -0.14], [0.07, 0.07, 0.07]], "mulliken_charge": [0.41, 0.34, -0.99, -1.01, 0.34, -0.10, 0.42, -0.69, 0.33, 0.36, 0.38, 0.41, -0.12, -0.27, 0.16, 0.34, -0.32, 0.33, -0.71, -0.17, -0.40, -0.93, 0.59, -0.64, 0.35, 0.41, 0.32, 0.37, 0.31, 0.40, 0.39, -1.23, 0.48, 0.24, 0.37, -1.41, 0.34, 0.34, -0.44, 0.19, 0.49]}


Record 2
{"formula": "C15H24N2O4S2", "method": "the ωB97M-V functional and the def2-TZVPD basis", "smiles": "CCN(CC)S(=O)(=O)c1cccc(S(=O)(=O)N2CCCCC2)c1", "lumo_energy_ev": 0.32, "e_above_lowest_ev": 0.161, "charge": 0, "symbols": ["C", "H", "H", "C", "H", "H", "C", "H", "S", "C", "C", "N", "H", "C", "H", "H", "S", "O", "H", "C", "C", "O", "H", "H", "H", "C", "H", "H", "C", "H", "C", "O", "H", "H", "N", "H", "H", "C", "C", "O", "C", "H", "H", "H", "C", "H", "H"], "positions_angstrom": [[2.17265, 2.78486, 0.47614], [-3.48932, -0.82047, 2.26072], [3.60354, -3.15691, -1.08714], [-4.11254, -0.91159, -1.13453], [-1.06645, 3.64110, 0.99095], [2.49123, -0.46933, 3.06879], [1.08884, 3.47458, 0.99775], [1.63927, 0.39218, 1.78380], [-2.02415, 1.67112, -0.88738], [-3.45849, -0.46067, 1.23095], [-4.23175, -1.39970, 0.30769], [-1.88883, 0.02181, -0.62221], [0.53747, 0.74718, -1.67909], [3.40028, -0.70233, 1.13748], [4.11835, 0.09930, 1.31439], [1.16933, -1.42451, -0.41281], [3.34964, 0.79352, -1.03767], [-2.97350, 2.30606, -0.01406], [-1.46688, 0.39328, 1.35361], [-0.19617, 3.14771, 0.58671], [0.69595, 1.49069, -0.91661], [4.55509, 1.37590, -0.52770], [1.92177, -3.66296, -1.28210], [1.24212, 4.25218, 1.73006], [-1.49967, -1.32399, 0.89173], [2.17256, -0.52268, 2.03117], [-4.55302, 0.08365, -1.22191], [-2.17825, -1.81872, -1.51368], [1.96686, 1.79839, -0.47244], [-3.90099, 0.53527, 1.19393], [2.59340, -3.02950, -0.70887], [3.21874, 0.57712, -2.44513], [-5.28024, -1.43624, 0.60727], [3.88868, -1.65281, 1.37397], [3.13243, -0.66386, -0.28076], [-2.52653, -0.39136, -2.52241], [2.12201, -1.31129, -1.91224], [2.16587, -1.57221, -0.85419], [-2.00419, -0.35821, 0.77034], [-2.15756, 1.87852, -2.29607], [-0.37826, 2.16202, -0.36501], [3.18447, 2.99422, 0.78661], [1.48953, -1.36230, 1.92809], [2.56490, -3.34754, 0.33024], [-2.63957, -0.82514, -1.52885], [-4.63610, -1.58534, -1.81429], [-3.82254, -2.41103, 0.38476]], "atomic_forces_ev_per_a": [[0.10, 0.11, 0.06], [0.01, 0.04, 0.04], [0.11, -0.05, -0.04], [0.18, -0.26, 0.08], [-0.06, 0.09, 0.10], [-0.02, -0.01, 0.12], [0.02, -0.09, -0.09], [-0.09, 0.06, 0.05], [0.52, -0.14, 0.23], [0.09, -0.20, -0.04], [-0.09, 0.26, -0.01], [0.04, 0.98, -0.33], [-0.01, -0.17, -0.11], [0.08, 0.13, 0.62], [0.05, -0.21, 0.21], [0.03, 0.01, -0.06], [0.01, -0.14, 0.17], [0.20, -0.06, 0.14], [0.07, -0.18, 0.17], [-0.17, 0.06, 0.03], [0.07, -0.01, -0.15], [-0.19, 0.09, 0.25], [-0.07, -0.09, -0.01], [0.01, 0.05, 0.06], [0.05, 0.08, 0.00], [0.17, -0.08, -0.20], [-0.10, 0.01, -0.07], [0.03, 0.07, 0.00], [0.43, -0.29, -0.27], [-0.03, -0.05, 0.11], [-0.06, 0.34, 0.04], [-0.34, -0.05, -0.02], [0.01, -0.09, 0.02], [0.05, 0.11, -0.05], [0.32, 0.83, -0.67], [-0.01, -0.26, -0.04], [-0.20, -0.17, 0.07], [-0.27, -0.33, -0.36], [-0.12, 0.11, 0.66], [0.11, -0.19, -0.22], [-0.39, -0.19, -0.06], [0.08, 0.07, 0.09], [-0.13, -0.08, 0.04], [0.01, -0.11, 0.10], [-0.45, 0.03, -0.58], [-0.03, 0.05, -0.05], [-0.04, -0.09, 0.01]], "mulliken_charge": [-0.18, 0.43, 0.36, -0.45, 0.52, 0.46, -0.75, 0.05, 1.43, -0.72, -0.77, 0.42, 0.49, -0.80, 0.42, -0.16, 1.24, -0.70, 0.41, -0.13, -0.32, -0.72, 0.44, 0.42, 0.43, -0.72, 0.28, 0.38, -0.39, 0.30, -1.55, -0.70, 0.39, 0.39, 0.17, 0.49, 0.43, 0.22, -0.98, -0.75, -0.37, 0.51, 0.22, 0.32, -1.12, 0.39, 0.29]}


| no. | HOMO-LUMO gap (eV) |
| --- | --- |
| 1 | 8.7 |
| 2 | 9.9 |